Record 1
127
Properties=species:S:1:pos:R:3:forces:R:3:lowdin_spin:R:1 method="wB97M-V/def2-TZVPD" lumo_ev="0.38 / 0.38" multiplicity=3 total_energy_ev=-194131.835 homo_lumo_gap_ev="8.13 / 8.05"
Ni 2.41786 -0.72037 0.03636 0.2387 -0.1376 -0.5871 1.7618
C -0.17134 -0.24454 0.28621 0.7141 1.1721 -0.6755 0.0066
O 0.84457 -0.02414 1.30114 -0.5369 -0.1047 0.4187 0.0237
O 0.43845 -0.84954 -0.71175 0.0992 -0.6949 -0.1613 0.0350
C -1.33427 -1.02372 0.90883 -0.0277 -0.5755 -0.0743 0.0009
F -2.08343 -0.27618 1.74947 0.0151 -0.0288 0.0701 0.0003
F -2.18373 -1.48419 -0.03202 0.1570 0.1446 0.0150 0.0009
F -0.90227 -2.09462 1.60300 -0.1332 0.1555 -0.0126 0.0000
C 0.60312 0.90480 2.33648 0.1536 0.5183 0.6664 0.0029
C 1.70867 0.78519 3.35953 0.2976 -0.1937 0.3682 0.0003
H 1.59634 1.55762 4.12239 0.0350 0.0978 -0.1169 0.0001
H 1.68419 -0.16739 3.89521 -0.2387 -0.0506 -0.1631 0.0000
H 2.71084 0.83548 2.91995 -0.1340 0.1607 -0.1918 0.0001
H -0.35422 0.73412 2.83020 -0.0563 -0.2511 -0.0440 0.0009
H 0.55398 1.93253 1.95856 0.1213 -0.1201 -0.3134 0.0000
H -0.54411 0.76793 -0.00951 -0.3527 -0.0663 0.3747 0.0003
C 6.09137 0.81599 0.24179 0.0807 -0.4304 -0.0588 -0.0001
C 5.34195 0.07878 1.36136 -0.2784 -0.0823 -0.2380 0.0093
O 4.13407 -0.45168 0.98169 -0.2486 -0.1128 0.2945 0.0284
H 6.86170 1.47984 0.64089 -0.0560 0.1059 -0.0487 0.0000
H 5.37926 1.35844 -0.37603 0.0654 0.2574 0.0356 0.0000
H 6.58931 0.09807 -0.41750 -0.0561 0.0051 -0.0016 0.0000
H 5.22382 0.78676 2.21339 0.0640 -0.0414 -0.0052 0.0002
H 5.99423 -0.74279 1.71270 0.1247 0.2251 0.2443 0.0010
N 3.35290 -1.88234 -1.48964 -0.2259 -0.0465 0.3182 0.0369
C 4.45315 -2.52618 -1.11864 0.8924 -0.1022 0.1397 0.0007
C 5.18943 -3.30619 -1.98976 0.0730 -0.2709 -0.5442 0.0014
C 4.73228 -3.47873 -3.28997 0.1851 0.5675 0.0768 -0.0022
C 3.58852 -2.80045 -3.67173 -0.3090 -0.6250 -0.1822 0.0019
C 2.90804 -2.05468 -2.73018 -0.1055 0.6136 -0.0607 0.0024
H 4.80927 -2.37017 -0.10717 -0.2751 0.2040 0.0454 0.0002
H 6.13945 -3.74346 -1.71292 -0.1448 -0.0569 0.3249 0.0003
H 5.30300 -4.05202 -4.00854 -0.0482 -0.0959 0.0241 -0.0001
H 3.18157 -2.91662 -4.66736 -0.0013 0.1336 0.0127 0.0003
H 1.99509 -1.52585 -2.96768 -0.0649 -0.1907 -0.0994 0.0004
N -5.95373 -2.91719 -1.68659 -0.0045 -0.3447 0.1207 0.0000
C -6.93481 -2.36853 -2.38370 -0.3907 0.6173 -0.2096 0.0000
C -6.81523 -1.17470 -3.09524 -0.1489 0.0236 0.0677 0.0000
C -5.59462 -0.51734 -3.12003 -0.1753 -0.6040 -0.2684 0.0000
C -4.55784 -1.14281 -2.45405 0.7428 0.2748 0.4909 0.0000
C -4.77704 -2.30033 -1.72672 -0.0994 -0.0513 -0.3218 0.0000
H -7.90570 -2.85364 -2.37848 0.1055 -0.1989 0.1223 0.0000
H -7.68476 -0.77601 -3.60336 0.0464 -0.0127 -0.0340 0.0000
H -5.43840 0.38288 -3.69836 0.0676 0.0879 0.1425 0.0000
H -3.55219 -0.74084 -2.42775 -0.1160 0.1955 -0.1639 0.0000
H -3.95425 -2.76370 -1.19598 -0.0629 -0.0185 0.0793 0.0000
N -4.72247 4.28285 -0.02687 0.0462 0.3211 -0.2405 0.0000
C -3.60651 3.84401 0.53925 0.4727 -0.0735 -0.2081 0.0000
C -3.25871 2.50156 0.60978 -0.2329 0.3617 0.3311 0.0000
C -4.11881 1.57515 0.04387 0.4439 -0.2986 0.4727 0.0000
C -5.28969 2.00615 -0.54763 0.6911 0.0414 -0.2266 0.0000
C -5.51633 3.38011 -0.57411 -0.9909 -0.7041 -0.0448 0.0000
H -2.90754 4.61062 0.85755 -0.1319 -0.0319 0.3126 0.0000
H -2.37550 2.20098 1.16003 0.1169 -0.0350 -0.2371 0.0000
H -3.83197 0.53107 0.10266 -0.3044 -0.0520 -0.1507 0.0000
H -5.91526 1.27292 -1.03665 -0.3085 0.2448 0.0173 0.0000
H -6.44136 3.72582 -1.02899 0.1318 0.2362 0.0016 0.0000
N 0.01036 -2.76445 -4.13024 0.4149 0.1075 -0.2213 0.0000
C 0.14296 -3.31273 -5.33443 0.1016 -0.3193 -0.2936 0.0000
C -0.76617 -3.15301 -6.36791 -0.4793 -0.0653 0.1000 0.0000
C -1.88933 -2.37028 -6.13839 0.1384 -0.1099 0.1878 0.0000
C -2.02981 -1.77305 -4.89379 -0.0906 0.0651 -0.3792 0.0000
C -1.04425 -1.98500 -3.93906 -0.3132 0.4757 0.1619 0.0001
H 1.02865 -3.91794 -5.51047 -0.0400 -0.0527 0.1850 0.0000
H -0.67584 -3.69013 -7.30258 0.3088 0.1011 -0.0232 0.0000
H -2.62792 -2.24326 -6.91984 -0.0547 0.0508 0.0777 0.0000
H -2.88407 -1.14344 -4.68437 0.0769 0.0594 0.0915 0.0000
H -1.08434 -1.44581 -2.99452 -0.0125 -0.2894 0.1310 0.0002
N 2.17833 -2.53856 1.09658 -0.2592 0.2671 0.3148 0.0379
C 1.50213 -3.55636 0.58502 0.1013 -0.2537 -0.9176 0.0020
C 1.28948 -4.73506 1.26068 0.0588 -0.2556 0.6427 0.0016
C 1.77743 -4.85110 2.56354 -0.5786 -0.3177 -0.5820 -0.0020
C 2.42346 -3.77191 3.12193 -0.0875 -0.0936 0.2219 0.0016
C 2.57823 -2.63114 2.35827 0.5271 0.2941 0.4420 0.0018
H 1.16069 -3.43389 -0.43831 -0.0723 0.0958 0.0692 0.0003
H 0.74269 -5.54652 0.80133 0.0164 0.0151 -0.0862 0.0003
H 1.57459 -5.76438 3.11012 0.2067 0.0510 0.1305 -0.0001
H 2.77009 -3.80369 4.14535 0.0562 0.0888 -0.0083 0.0003
H 3.06306 -1.75854 2.78298 0.0917 0.0017 -0.2780 0.0004
N 2.53918 1.18801 -0.92644 -0.0743 0.2901 0.2556 0.0353
C 2.10623 1.43477 -2.16293 -0.2626 -0.5008 0.2090 0.0014
C 2.15975 2.68575 -2.73583 -0.2760 0.6430 0.1197 0.0017
C 2.64480 3.74214 -1.97320 -0.0800 0.0823 0.1040 -0.0020
C 3.01621 3.51128 -0.66078 0.3197 -0.1255 -0.0821 0.0015
C 2.96275 2.21559 -0.18443 0.2241 -0.3894 -0.0303 0.0013
H 1.63484 0.58227 -2.63890 0.0928 0.1278 -0.2071 0.0002
H 1.69109 2.89432 -3.68809 0.2782 -0.2588 -0.1843 0.0003
H 2.68900 4.74959 -2.36935 -0.0390 -0.0540 -0.0969 -0.0001
H 3.37951 4.29460 -0.01099 -0.0623 0.0734 -0.0569 0.0003
H 3.30934 1.94452 0.80656 -0.0857 0.0642 0.0261 0.0004
N -3.00552 1.70463 -3.62187 0.0889 -0.6955 0.0811 0.0000
C -3.07075 2.77717 -4.38922 -0.2694 0.5645 -0.2592 0.0000
C -2.24347 3.88375 -4.25439 0.1582 -0.2508 -0.1163 0.0000
C -1.25329 3.83522 -3.28870 0.0258 0.2401 -0.0373 0.0000
C -1.17546 2.71823 -2.47668 0.1640 -0.0502 0.0723 0.0000
C -2.05463 1.67241 -2.69208 0.0514 0.1875 0.2106 0.0001
H -3.83098 2.78228 -5.16584 -0.0360 -0.0745 0.0862 0.0000
H -2.35610 4.72260 -4.92654 0.0300 0.0476 0.0364 0.0000
H -0.54213 4.64774 -3.18718 -0.0862 0.0206 0.1120 0.0000
H -0.43120 2.63791 -1.69563 0.0237 -0.0085 -0.0353 0.0000
H -1.96106 0.78778 -2.06776 -0.1828 -0.0536 -0.0984 0.0001
N -0.44232 2.23914 5.82943 0.2497 0.2644 0.2131 0.0000
C -0.48410 0.92663 5.98307 -0.1897 -0.4857 -0.2420 0.0000
C -1.51560 0.13162 5.48801 0.4618 0.1964 -0.0623 0.0000
C -2.55274 0.75442 4.81304 0.2173 -0.5123 -0.2505 0.0001
C -2.49913 2.12453 4.61245 -0.2404 -0.1388 0.0511 0.0001
C -1.43281 2.81802 5.15888 -0.0767 0.2335 0.1016 0.0000
H 0.35361 0.45409 6.48626 0.0219 0.1182 0.0586 0.0000
H -1.40471 -0.94366 5.55180 -0.3510 0.0035 0.1523 0.0000
H -3.34101 0.14495 4.38694 -0.0845 0.1630 -0.0045 0.0000
H -3.27807 2.61148 4.04017 0.0475 0.1702 0.0847 0.0000
H -1.37027 3.90131 5.10270 -0.0604 -0.0154 -0.1816 0.0000
C 4.75081 1.09176 5.35389 0.0960 0.2454 0.0809 0.0000
Cl 6.14460 1.40503 6.40701 -0.0593 0.0041 -0.0590 0.0000
Cl 4.25151 -0.59683 5.41370 -0.0217 -0.1187 -0.0275 0.0001
H 3.92940 1.71051 5.69497 -0.0379 -0.0440 0.0312 0.0000
H 5.03171 1.34883 4.33906 0.0080 -0.1335 -0.0292 0.0000
C -1.78042 -4.19766 3.54084 -0.0086 0.2757 -0.2416 0.0000
Cl -0.70978 -3.73962 4.87000 0.0379 0.0762 0.0856 0.0000
Cl -2.97698 -5.38734 4.04329 0.0080 -0.1327 -0.0700 0.0000
H -2.29890 -3.31557 3.18698 -0.0504 0.0466 0.1761 0.0000
H -1.16529 -4.57164 2.72965 -0.0249 -0.2498 0.1012 0.0000
C 0.35943 4.84556 2.21289 0.0747 -0.3930 -0.1076 0.0000
Cl -0.05453 4.30557 0.57199 -0.0617 0.1646 0.0447 0.0000
Cl 1.91969 4.18593 2.72920 0.0836 0.2488 0.0542 0.0000
H 0.40533 5.92564 2.21762 0.0022 0.0374 0.0442 0.0000
H -0.38832 4.44626 2.88719 -0.0771 0.1184 0.0171 0.0000

***

Record 2
10
Properties=species:S:1:pos:R:3:forces:R:3:lowdin_charge:R:1 method="wB97M-V/def2-TZVPD" lumo_ev="-11.59 / -11.59" charge=+2 total_energy_ev=-11868.968 homo_lumo_gap_ev="4.39 / 4.39" e_above_lowest_kcal_mol=136.44
C 1.40544 -1.06777 -1.92146 -1.1467 0.3287 1.0705 -0.1819
C 0.55278 -1.79167 -2.45465 1.6662 1.3045 0.2722 -0.1071
H -0.11513 -2.31398 -3.12730 0.3364 0.0232 0.3510 0.0411
Mg 1.52747 0.68975 0.10720 0.2045 -2.3359 -3.5391 1.2538
O -1.73349 0.50900 1.75278 -0.3509 1.5403 0.1485 0.1316
C -1.35448 0.21193 0.69517 1.5218 -3.4386 2.5545 -0.2464
C -0.63287 -0.48490 -0.22040 -3.2190 4.9603 0.2242 -0.1269
Li -0.35414 0.73608 3.38153 -0.8319 0.0003 0.5937 0.9156
H -0.44673 -1.51891 0.09812 -0.1941 0.0778 -1.0928 0.1291
H -1.20302 0.19578 -1.03117 2.0138 -2.4606 -0.5827 0.1911

***

Record 3
85
Properties=species:S:1:pos:R:3:forces:R:3:lowdin_spin:R:1 method="wB97M-V/def2-TZVPD" lumo_ev="-0.20 / -0.61" multiplicity=2 total_energy_ev=-76227.941 homo_lumo_gap_ev="7.07 / 6.55" e_above_lowest_kcal_mol=0.00
Re 0.40681 0.21161 1.05423 0.0791 0.1900 -0.1692 0.9126
C -2.41891 2.54573 -1.91535 0.0030 0.0090 -0.0309 -0.0003
C -2.33822 1.06299 -2.11527 0.0059 -0.0277 0.0408 -0.0024
N -3.08068 0.50604 -3.03836 -0.0263 -0.0110 -0.0327 0.0043
C -2.99296 -0.82584 -3.23133 0.0182 0.0426 -0.0450 0.0062
C -2.13014 -1.63511 -2.54477 0.0457 0.0229 0.0708 0.0056
C -2.11635 -3.11221 -2.83883 0.0038 0.0316 -0.0192 0.0004
O -2.39521 -3.90953 -1.68938 -0.0836 -0.0819 0.0205 0.0009
C -1.32423 -1.06300 -1.52229 -0.0169 0.0976 -0.0298 0.0102
C -0.46962 -1.96549 -0.79068 -0.0007 -0.0926 -0.0669 0.0262
N 0.11736 -1.76053 0.33998 0.1107 0.0522 0.0072 0.0045
C 0.70083 -2.91170 0.96620 -0.0053 0.0968 0.0000 0.0000
C 0.17846 -4.18739 0.74303 -0.0726 -0.0467 -0.0225 0.0006
C 0.75169 -5.30491 1.32443 0.0383 -0.0115 0.0205 0.0005
C 1.84768 -5.17994 2.16513 -0.0204 0.0308 -0.0228 0.0005
C 2.33751 -3.91574 2.45138 0.0007 -0.0195 -0.0028 0.0004
C 1.75508 -2.80550 1.86564 0.0186 -0.0200 0.0180 -0.0036
I 2.39494 -0.89985 2.44937 -0.1004 -0.0636 0.0032 0.0219
C -1.45415 0.31227 -1.27512 -0.0246 -0.0827 -0.0518 0.0050
O -0.82192 0.99267 -0.35900 -0.0802 -0.0577 0.1415 0.0136
H -3.07781 2.97050 -2.66883 0.0033 0.0071 0.0041 0.0000
H -2.79713 2.79338 -0.92081 -0.0045 -0.0124 0.0027 -0.0001
H -1.42579 2.99435 -1.99019 -0.0007 0.0075 -0.0016 -0.0002
H -3.64478 -1.24129 -3.99194 -0.0044 0.0021 0.0026 0.0003
H -2.83690 -3.31720 -3.63551 -0.0064 -0.0046 0.0119 0.0000
H -1.13895 -3.44042 -3.19925 0.0144 0.0207 0.0067 0.0000
H -3.10480 -3.48463 -1.19063 -0.0396 0.0345 0.0010 0.0000
H -0.35034 -2.94164 -1.24368 0.0213 0.0461 0.0530 0.0005
H -0.70571 -4.30987 0.12849 0.0365 0.0260 -0.0040 0.0001
H 0.32589 -6.27943 1.12546 0.0005 -0.0007 0.0007 0.0000
H 2.30172 -6.05225 2.61527 -0.0010 0.0027 0.0093 0.0000
H 3.16725 -3.79139 3.13493 -0.0014 -0.0057 0.0020 -0.0001
O 2.68754 -1.56796 -0.83807 0.0504 -0.0366 -0.0520 0.0022
S 2.61830 -0.31575 -1.55080 0.0448 0.0514 0.0692 0.0036
O 2.02899 -0.31826 -2.86653 -0.0034 -0.0296 -0.0439 0.0003
N 1.92034 0.73164 -0.55493 -0.1087 -0.1084 -0.0343 0.0118
C 1.83981 2.07758 -0.89087 0.0258 -0.1309 -0.0578 0.0018
C 2.19613 2.67554 -2.07891 0.0673 -0.0077 -0.0831 0.0015
C 2.17278 4.07758 -2.22046 -0.0131 0.0309 0.0097 0.0005
C 1.80168 4.89852 -1.19579 -0.0139 -0.0405 0.0143 0.0010
C 1.38431 4.32222 0.02844 0.0150 0.0255 -0.0025 -0.0001
C 0.98385 5.08741 1.14483 0.0123 0.0101 -0.0613 -0.0019
C 0.58811 4.45898 2.28876 -0.0206 -0.0781 0.0428 0.0001
C 0.53296 3.05647 2.31159 -0.0042 0.0281 0.0305 -0.0020
N 0.88219 2.30822 1.28496 -0.0840 0.0589 0.0449 0.0009
C 1.36127 2.92066 0.15619 -0.0379 0.0239 0.0393 -0.0003
C 4.28503 0.27103 -1.73130 0.0033 0.0100 -0.0425 0.0007
C 4.83650 0.41099 -2.99385 0.0065 0.0039 0.0161 0.0003
C 6.15025 0.84473 -3.11533 0.0017 0.0031 -0.0002 0.0000
C 6.89237 1.13914 -1.98129 -0.0056 -0.0050 -0.0053 0.0002
C 6.32877 0.99518 -0.71882 0.0031 -0.0017 -0.0030 0.0000
C 5.02169 0.55663 -0.59080 0.0162 0.0110 0.0275 0.0007
H 2.49433 2.06750 -2.92029 -0.0042 0.0086 0.0206 0.0001
H 2.46958 4.50233 -3.17111 0.0002 0.0055 0.0040 0.0000
H 1.80570 5.97533 -1.30157 0.0048 0.0050 0.0012 0.0000
H 1.00036 6.16844 1.07775 0.0042 0.0004 0.0002 -0.0001
H 0.28730 5.01346 3.16638 -0.0050 -0.0078 0.0029 0.0001
H 0.16948 2.52320 3.17939 0.0209 0.0217 -0.0033 -0.0013
H 4.23426 0.18292 -3.86312 -0.0026 -0.0029 0.0020 0.0000
H 6.59063 0.95670 -4.09748 0.0028 0.0007 0.0012 0.0000
H 7.91416 1.48269 -2.07879 0.0006 0.0009 -0.0016 0.0000
H 6.91003 1.22562 0.16454 0.0012 -0.0003 0.0001 0.0000
H 4.56557 0.43798 0.38447 0.0018 0.0017 -0.0111 0.0007
C -2.61808 1.85621 2.17695 0.0462 0.0607 0.0073 0.0001
C -2.36100 0.42100 2.63646 -0.0644 -0.0744 -0.1313 0.0034
C -2.66872 0.34078 4.13944 -0.0653 -0.0035 -0.0227 -0.0010
C -0.93442 -0.04127 2.37238 0.1459 -0.0395 0.2383 -0.0434
C -3.21904 -0.58797 1.85567 0.0068 0.0277 -0.0209 -0.0045
C -3.94109 -0.22093 0.72227 -0.0405 -0.0097 0.0198 -0.0022
C -4.69641 -1.14941 0.01771 -0.0097 -0.0137 -0.0099 0.0003
C -4.73698 -2.47457 0.42760 0.0341 0.0157 -0.0414 -0.0018
C -3.99650 -2.86326 1.53725 -0.0035 0.0000 -0.0098 0.0005
C -3.24990 -1.93024 2.23953 0.0344 0.0048 0.0243 -0.0017
H -2.11492 2.55454 2.84786 -0.0093 -0.0273 0.0012 -0.0001
H -3.68519 2.08653 2.20981 -0.0022 0.0084 0.0154 0.0004
H -2.24148 2.03437 1.17146 -0.0233 -0.0165 -0.0107 0.0002
H -2.05362 1.06157 4.68248 0.0167 -0.0033 -0.0025 -0.0003
H -2.46013 -0.64654 4.55089 -0.0211 -0.0138 -0.0159 0.0009
H -3.71825 0.57683 4.32829 0.0042 0.0110 0.0098 -0.0001
H -0.70059 -0.86114 3.07347 0.0382 0.0450 0.0963 0.0199
H -3.92715 0.80209 0.37289 0.0061 0.0008 0.0130 -0.0001
H -5.25415 -0.82774 -0.85316 0.0097 -0.0100 -0.0030 0.0000
H -5.34301 -3.19734 -0.10600 -0.0075 0.0040 -0.0053 -0.0001
H -4.00877 -3.89553 1.86409 0.0012 -0.0064 0.0063 0.0001
H -2.68554 -2.25935 3.10316 0.0125 0.0060 -0.0002 0.0009